Formula: C58H62N11O2V
Source: the OMol25 dataset
Level of theory: the ωB97M-V functional and the def2-TZVPD basis

Geometry as XYZ:
```
134
C58H62N11O2V the ωB97M-V functional and the def2-TZVPD basis
O -11.258 -21.062 16.304
V -10.529 -20.182 17.418
C -9.614 -17.062 14.701
C -10.875 -17.857 14.908
C -11.112 -18.914 13.844
O -11.019 -18.347 16.254
H -9.509 -16.572 13.733
H -8.718 -17.664 14.851
H -9.620 -16.293 15.473
H -11.627 -17.104 14.672
H -12.040 -19.423 14.103
H -10.305 -19.625 13.673
H -11.269 -18.364 12.916
N -12.524 -20.038 18.569
C -13.422 -21.054 18.813
C -14.613 -20.908 19.493
C -14.934 -19.638 19.904
C -14.103 -18.537 19.655
C -12.923 -18.806 18.892
H -13.102 -22.007 18.418
H -15.236 -21.766 19.697
H -15.822 -19.511 20.505
H -14.236 -17.501 19.928
H -12.320 -17.953 18.620
N -6.077 -13.559 16.251
C -6.484 -14.764 15.809
C -6.547 -15.934 16.556
C -6.085 -15.783 17.875
C -5.488 -14.595 18.358
C -5.587 -13.504 17.533
H -6.740 -14.846 14.763
H -6.878 -16.904 16.216
H -6.062 -16.616 18.562
H -5.099 -14.562 19.365
H -5.102 -12.616 17.913
N -13.984 -15.334 17.883
C -14.944 -14.352 17.770
C -15.646 -14.100 16.588
C -15.278 -14.815 15.444
C -14.201 -15.754 15.438
C -13.586 -15.927 16.737
H -15.193 -13.902 18.720
H -16.430 -13.359 16.528
H -15.802 -14.577 14.530
H -13.850 -16.259 14.550
H -12.829 -16.692 16.833
N -6.457 -16.387 11.773
C -5.882 -17.620 11.732
C -6.529 -18.767 11.285
C -7.859 -18.666 10.941
C -8.493 -17.419 10.972
C -7.804 -16.356 11.521
H -4.837 -17.724 11.986
H -6.094 -19.753 11.354
H -8.495 -19.512 10.727
H -9.571 -17.380 10.916
H -8.291 -15.396 11.599
N -14.076 -22.346 11.952
C -13.736 -23.658 11.744
C -12.449 -24.074 11.380
C -11.430 -23.091 11.451
C -11.780 -21.769 11.719
C -13.119 -21.438 11.938
H -14.585 -24.322 11.806
H -12.214 -25.072 11.038
H -10.429 -23.486 11.357
H -10.984 -21.040 11.682
H -13.490 -20.473 12.250
N -9.622 -18.840 19.045
C -9.475 -19.204 20.384
C -9.629 -18.343 21.429
C -9.694 -16.992 21.172
C -9.534 -16.535 19.861
C -9.492 -17.498 18.828
H -9.318 -20.224 20.705
H -9.674 -18.721 22.439
H -9.868 -16.258 21.944
H -9.476 -15.495 19.578
H -9.504 -17.092 17.828
N -16.978 -19.096 16.807
C -16.150 -18.407 15.950
C -15.009 -18.985 15.419
C -14.774 -20.333 15.623
C -15.679 -21.142 16.354
C -16.774 -20.447 16.901
H -16.413 -17.364 15.852
H -14.241 -18.415 14.916
H -13.853 -20.738 15.232
H -15.562 -22.186 16.606
H -17.496 -20.971 17.509
N -11.289 -17.095 9.236
C -11.095 -17.412 7.930
C -11.864 -18.450 7.327
C -12.877 -19.082 8.037
C -13.066 -18.716 9.336
C -12.363 -17.657 9.915
H -10.326 -16.820 7.457
H -11.793 -18.748 6.292
H -13.484 -19.885 7.648
H -13.809 -19.244 9.914
H -12.626 -17.396 10.930
N -13.590 -12.386 11.513
C -13.171 -13.036 12.625
C -12.349 -14.161 12.633
C -11.776 -14.488 11.381
C -12.111 -13.766 10.244
C -13.039 -12.712 10.317
H -13.508 -12.666 13.582
H -12.104 -14.635 13.571
H -11.087 -15.316 11.295
H -11.668 -14.020 9.292
H -13.272 -11.961 9.576
N -10.006 -11.047 17.736
C -9.146 -12.094 17.681
C -9.519 -13.424 17.316
C -10.862 -13.595 16.937
C -11.708 -12.490 16.865
C -11.265 -11.254 17.335
H -8.117 -11.959 17.980
H -8.844 -14.266 17.284
H -11.138 -14.516 16.446
H -12.738 -12.687 16.609
H -11.963 -10.463 17.570
N -8.405 -20.351 16.406
C -8.260 -21.107 15.307
C -7.164 -21.019 14.479
C -6.100 -20.296 14.906
C -6.122 -19.588 16.101
C -7.322 -19.653 16.832
H -9.090 -21.718 14.984
H -7.004 -21.574 13.566
H -5.252 -20.281 14.237
H -5.274 -18.997 16.415
H -7.445 -19.110 17.757
```

Properties
LUMO energy (alpha / beta) in eV: -3.999 / -3.600
Total energy in eV: -107316.302
E_HOMO (alpha / beta) in hartree: -0.4038 / -0.4038
Spin multiplicity: 2
Total charge: +1
Orbital gap (alpha / beta) in hartree: 0.2568 / 0.2715
Strongest force on any atom in Eh/bohr: 0.11278
Expectation value of S²: 0.797

Formula: C2H5IP2
Source: the OMol25 dataset
Level of theory: the ωB97M-V functional and the def2-TZVPD basis

Geometry as XYZ:
```
10
C2H5IP2 the ωB97M-V functional and the def2-TZVPD basis
C -0.276 0.191 1.485
C -0.473 -0.960 0.516
P 0.446 1.157 -1.629
P 0.414 -0.794 -0.945
I -1.141 -2.998 0.934
H 0.824 0.407 1.609
H -0.696 1.161 1.156
H -0.753 -0.193 2.557
H 0.221 -1.669 -2.173
H 1.023 0.747 -2.898
```

Properties
LUMO energy (alpha / beta) in eV: -0.994 / -0.746
Total energy in eV: -28829.608
E_HOMO (alpha / beta) in hartree: -0.2760 / -0.2757
Orbital gap (alpha / beta) in hartree: 0.2395 / 0.2483
Strongest force on any atom in Eh/bohr: 0.06479
ΔE to the lowest compared entry with this formula, charge and spin in eV: 2.070

Formula: C12H15N2O2S
Source: the OMol25 dataset
Level of theory: the ωB97M-V functional and the def2-TZVPD basis

Geometry as XYZ:
```
32
C12H15N2O2S the ωB97M-V functional and the def2-TZVPD basis
C 0.697 0.759 1.179
C 0.320 0.189 0.159
N 0.066 -0.920 -0.742
C 1.031 -1.102 -1.763
C 0.945 -2.232 -2.757
C -0.232 -3.161 -2.638
C -1.273 -2.920 -1.558
C -2.492 -3.915 -1.504
C -2.834 -4.416 0.001
C -1.074 -1.762 -0.604
O -2.034 -1.533 0.392
C -1.526 -1.878 1.662
N -1.021 -1.724 2.700
H 1.087 1.264 2.119
H 1.913 -0.409 -1.853
H 1.766 -2.326 -3.536
H -0.321 -4.023 -3.356
H -2.236 -4.872 -2.074
H -3.410 -3.470 -2.018
H -3.189 -5.484 0.033
H -3.589 -3.684 0.415
H -1.839 -4.383 0.556
C 0.672 5.677 1.727
S 1.666 4.185 1.540
O 1.915 3.635 2.906
C 3.170 5.028 1.011
H -0.314 5.391 2.091
H 1.143 6.351 2.445
H 0.570 6.171 0.759
H 3.485 5.741 1.774
H 2.987 5.543 0.067
H 3.952 4.281 0.869
```

Properties
LUMO energy in eV: -5.242
Total energy in eV: -30583.283
E_HOMO in hartree: -0.4185
Total charge: +1
Orbital gap in hartree: 0.2259
Strongest force on any atom in Eh/bohr: 0.07262
ΔE to the lowest compared entry with this formula, charge and spin in eV: 6.101

Formula: C7H7N
Source: the OMol25 dataset
Level of theory: the ωB97M-V functional and the def2-TZVPD basis

Geometry as XYZ:
```
15
C7H7N the ωB97M-V functional and the def2-TZVPD basis
C -1.465 -1.121 0.118
C -1.959 0.029 -0.239
C -0.919 1.170 -0.057
C 0.820 1.139 -0.210
C 1.972 0.079 -0.324
C 1.488 -1.128 0.136
C 0.002 -0.841 -0.024
N -0.002 0.571 0.790
H -1.832 -2.154 -0.104
H -2.958 0.191 -0.727
H -1.173 2.252 0.027
H 1.291 1.993 0.163
H 2.902 0.478 -0.480
H 2.050 -2.010 0.276
H 0.105 -0.710 -1.084
```

Properties
LUMO energy in eV: 0.515
Total energy in eV: -8854.546
E_HOMO in hartree: -0.2919
Orbital gap in hartree: 0.3109
Strongest force on any atom in Eh/bohr: 0.08457
SMILES string: C1=C[C@@H]2[C@@H]3C=C[C@@H]1N23
ΔE to the lowest compared entry with this formula, charge and spin in eV: 7.078

Formula: C23H24NOReTe
Source: the OMol25 dataset
Level of theory: the ωB97M-V functional and the def2-TZVPD basis

Geometry as XYZ:
```
51
C23H24NOReTe the ωB97M-V functional and the def2-TZVPD basis
Re -0.860 0.642 0.497
C -1.131 4.298 -3.072
C 0.110 3.933 -2.569
C 0.293 2.668 -2.031
C -0.767 1.772 -1.991
C -2.011 2.138 -2.487
C -2.190 3.400 -3.031
N -0.592 0.458 -1.410
C -0.275 -0.596 -2.303
C -0.382 -1.928 -1.909
C -0.060 -2.955 -2.780
C 0.368 -2.682 -4.073
C 0.457 -1.361 -4.478
C 0.136 -0.327 -3.609
H -1.277 5.286 -3.489
H 0.934 4.633 -2.593
H 1.254 2.364 -1.633
H -2.831 1.434 -2.418
H -3.162 3.688 -3.411
H -0.746 -2.174 -0.923
H -0.160 -3.979 -2.443
H 0.615 -3.486 -4.753
H 0.777 -1.120 -5.484
H 0.213 0.694 -3.956
Te -3.225 1.054 1.154
C 2.397 0.612 1.897
C 1.380 1.662 2.327
C 0.731 1.284 3.651
C 2.030 3.037 2.407
O 0.353 1.780 1.334
H 3.235 0.599 2.595
H 2.779 0.841 0.900
H 1.947 -0.381 1.883
H 1.479 1.222 4.442
H 0.238 0.314 3.558
H -0.017 2.027 3.930
H 2.806 3.048 3.173
H 1.281 3.790 2.654
H 2.480 3.296 1.448
C -0.625 -0.934 1.128
C -0.655 -2.216 1.787
C 0.407 -3.114 1.677
C 0.342 -4.338 2.320
C -0.775 -4.670 3.077
C -1.834 -3.776 3.186
C -1.780 -2.552 2.543
H 1.271 -2.846 1.079
H 1.165 -5.036 2.234
H -0.822 -5.627 3.580
H -2.705 -4.036 3.774
H -2.596 -1.841 2.612
```

Properties
LUMO energy in eV: -0.404
Total energy in eV: -37201.199
E_HOMO in hartree: -0.2639
Orbital gap in hartree: 0.2491
Strongest force on any atom in Eh/bohr: 0.00514
ΔE to the lowest compared entry with this formula, charge and spin in eV: 0.057

Formula: C30H81N3O16
Source: the OMol25 dataset
Level of theory: the ωB97M-V functional and the def2-TZVPD basis

Geometry as XYZ:
```
130
C30H81N3O16 the ωB97M-V functional and the def2-TZVPD basis
C -12.248 -7.411 22.859
O -12.677 -6.355 21.982
C -12.872 -6.846 20.726
C -14.397 -7.036 20.442
N -14.503 -7.241 19.000
C -15.878 -7.613 18.659
C -15.920 -7.684 17.145
O -16.951 -8.031 16.525
C -17.491 -9.305 16.739
H -11.186 -7.675 22.607
H -12.995 -8.189 22.800
H -12.304 -7.068 23.919
H -12.409 -7.824 20.590
H -12.303 -6.259 20.036
H -14.927 -6.132 20.749
H -14.795 -7.909 21.020
H -14.293 -6.300 18.739
H -16.696 -6.976 18.936
H -15.984 -8.633 19.077
H -14.979 -8.185 16.768
H -15.829 -6.671 16.716
H -16.696 -10.053 16.903
H -18.183 -9.621 15.974
H -18.119 -9.254 17.668
C -4.481 -5.124 24.492
O -5.786 -5.514 24.049
C -5.949 -5.657 22.696
C -7.411 -6.015 22.474
N -7.721 -6.010 21.045
C -9.075 -6.253 20.844
C -9.007 -6.878 19.432
O -10.122 -7.146 18.954
C -10.067 -7.827 17.732
H -4.618 -5.208 25.581
H -4.239 -4.112 24.241
H -3.736 -5.931 24.277
H -5.158 -6.339 22.364
H -5.748 -4.707 22.226
H -7.992 -5.272 23.027
H -7.671 -6.982 22.981
H -7.234 -6.798 20.638
H -9.825 -5.444 20.802
H -9.514 -7.006 21.468
H -8.492 -7.844 19.503
H -8.449 -6.280 18.753
H -10.074 -8.882 17.821
H -9.203 -7.439 17.090
H -10.893 -7.579 17.086
C -17.928 -8.478 13.372
O -17.599 -9.875 13.474
C -16.196 -10.161 13.927
C -16.144 -11.609 14.453
N -14.790 -12.120 14.620
C -14.825 -13.225 15.574
C -13.312 -13.583 15.973
O -13.305 -14.481 16.852
C -12.057 -15.120 17.083
H -18.106 -8.018 14.315
H -18.879 -8.175 12.773
H -17.097 -7.890 12.949
H -15.819 -9.453 14.588
H -15.577 -10.175 13.091
H -16.656 -12.309 13.868
H -16.647 -11.531 15.424
H -14.482 -12.459 13.707
H -15.402 -14.007 15.156
H -15.383 -12.886 16.435
H -12.879 -12.581 16.403
H -12.798 -13.943 15.072
H -11.337 -14.873 16.332
H -12.094 -16.224 16.968
H -11.542 -14.906 17.981
O -13.098 -10.002 15.879
C -12.832 -9.938 17.222
C -13.897 -10.442 18.106
O -13.564 -9.906 19.363
H -13.462 -10.805 15.577
H -11.826 -10.389 17.396
H -12.573 -8.923 17.621
H -13.919 -11.519 18.080
H -14.827 -10.058 17.821
H -13.570 -8.925 19.246
O -11.007 -10.962 20.952
C -9.954 -10.004 21.216
C -9.593 -10.041 22.638
O -8.451 -9.195 22.898
H -11.642 -10.775 20.228
H -9.147 -10.318 20.540
H -10.241 -8.987 20.988
H -9.296 -11.047 22.899
H -10.334 -9.614 23.358
H -7.734 -9.567 22.570
O -13.802 -4.622 17.764
C -12.804 -5.229 16.978
C -11.552 -4.521 17.074
O -11.543 -3.069 17.084
H -14.012 -3.893 17.215
H -12.791 -6.204 17.209
H -13.201 -4.970 15.951
H -10.754 -4.896 16.416
H -11.159 -4.725 18.032
H -11.470 -2.784 17.931
O -9.279 -13.324 15.236
C -9.362 -12.266 14.259
C -10.271 -11.273 14.699
O -10.856 -10.512 13.750
H -8.781 -14.077 14.896
H -8.339 -11.846 14.153
H -9.665 -12.685 13.347
H -9.701 -10.597 15.270
H -11.186 -11.490 15.277
H -11.652 -10.077 14.174
C -9.313 -11.784 18.009
C -8.133 -11.894 18.833
O -8.416 -12.709 19.946
H -10.118 -11.307 18.509
H -9.871 -12.661 17.694
H -8.996 -11.325 17.112
H -7.812 -10.907 19.120
H -7.386 -12.362 18.222
H -9.279 -12.396 20.267
C -11.344 -12.669 10.854
C -12.670 -12.183 11.160
O -12.788 -12.024 12.645
H -11.324 -13.711 11.135
H -10.586 -12.194 11.451
H -11.202 -12.724 9.834
H -13.360 -12.961 10.940
H -12.955 -11.246 10.741
H -12.209 -11.288 12.941
```

Properties
LUMO energy in eV: 0.447
Total energy in eV: -69639.866
E_HOMO in hartree: -0.3286
Orbital gap in hartree: 0.3450
Strongest force on any atom in Eh/bohr: 0.19390
SMILES string: COCCNCCOC.COCCNCCOC.COCCNCCOC.OCCO.OCCO.OCCO.OCCO.CCO.CCO
ΔE to the lowest compared entry with this formula, charge and spin in eV: 2.008

Formula: C22H19F25N3O6S
Source: the OMol25 dataset
Level of theory: the ωB97M-V functional and the def2-TZVPD basis

Geometry as XYZ:
```
76
C22H19F25N3O6S the ωB97M-V functional and the def2-TZVPD basis
O 4.907 2.058 -4.650
C 5.091 1.619 -3.567
F 5.237 2.488 -2.510
N 5.256 0.288 -3.207
C 3.905 -0.319 -2.768
O 3.140 0.472 -2.202
C 3.776 -1.701 -2.988
C 2.540 -2.206 -3.718
C 1.244 -1.589 -3.184
S -0.154 -2.726 -3.483
C -1.444 -1.566 -3.480
N -2.221 -1.196 -4.443
N -3.073 -0.230 -3.918
C -2.729 -0.088 -2.688
O -1.720 -0.893 -2.321
H 5.799 0.320 -2.349
H 4.668 -2.026 -3.528
H 2.469 -3.298 -3.609
H 2.591 -2.026 -4.799
H 1.020 -0.663 -3.713
H 1.340 -1.337 -2.132
H -3.168 0.600 -1.982
C 7.086 0.694 1.555
C 7.435 -0.047 0.259
C 6.486 -1.155 -0.199
F 6.426 -2.147 0.718
F 6.956 -1.680 -1.348
F 8.706 -0.506 0.318
F 7.388 0.896 -0.728
O 7.753 0.294 2.740
C 7.292 -0.703 3.542
C 8.279 -1.877 3.623
F 8.530 -2.382 2.403
F 7.734 -2.851 4.389
F 6.060 -1.113 3.210
F 7.222 -0.202 4.805
H 7.441 1.710 1.389
H 6.006 0.756 1.694
H 5.478 -0.762 -0.375
H 9.214 -1.540 4.075
C -1.409 0.537 1.821
C -0.433 -0.644 1.863
C -0.948 -2.008 1.399
F -1.965 -2.441 2.180
F 0.059 -2.900 1.494
F 0.114 -0.752 3.096
F 0.558 -0.322 0.993
O -2.074 0.897 3.023
C -3.245 0.322 3.394
C -3.139 -0.431 4.726
F -2.191 -1.380 4.663
F -4.329 -1.022 4.982
F -3.759 -0.456 2.424
F -4.139 1.329 3.609
H -0.782 1.398 1.601
H -2.109 0.437 0.992
H -1.286 -1.956 0.360
H -2.900 0.271 5.528
C -8.777 2.554 -0.025
C -8.063 3.471 -1.027
C -7.825 2.939 -2.443
F -7.041 1.847 -2.426
F -7.205 3.901 -3.162
F -6.908 3.924 -0.503
F -8.893 4.547 -1.194
O -7.979 1.838 0.893
C -7.459 0.608 0.603
C -5.926 0.619 0.590
F -5.462 1.521 -0.302
F -5.492 -0.603 0.217
F -7.963 0.101 -0.536
F -7.819 -0.225 1.607
H -9.348 3.237 0.602
H -9.499 1.908 -0.527
H -8.776 2.698 -2.926
H -5.548 0.868 1.580
```

Properties
LUMO energy in eV: 1.779
Total energy in eV: -118650.090
E_HOMO in hartree: -0.1388
Total charge: -1
Orbital gap in hartree: 0.2042
Strongest force on any atom in Eh/bohr: 0.03881

Formula: C2HN2O2PS
Source: the OMol25 dataset
Level of theory: the ωB97M-V functional and the def2-TZVPD basis

Geometry as XYZ:
```
9
C2HN2O2PS the ωB97M-V functional and the def2-TZVPD basis
C 1.293 0.702 -0.475
C -0.002 2.259 0.197
N 0.604 1.694 -0.857
N 0.208 1.760 1.392
O -1.003 3.509 -2.038
O -2.125 4.232 0.141
P -1.098 3.493 -0.560
S 1.117 0.396 1.256
H 1.611 -0.034 -1.051
```

Properties
LUMO energy in eV: -1.321
Total energy in eV: -29288.827
E_HOMO in hartree: -0.4065
Orbital gap in hartree: 0.3579
Strongest force on any atom in Eh/bohr: 0.08822
ΔE to the lowest compared entry with this formula, charge and spin in eV: 0.709